C30H14F15GeIrS3Te as an isolated structure, computed with ωB97M-V/def2-TZVPD.

```
65
Properties=species:S:1:pos:R:3
Ir 1.339 -1.042 0.389
C 2.777 -5.263 -0.750
C 2.681 -3.774 -0.553
S 1.479 -3.205 0.551
C 3.489 -2.855 -1.126
C 4.613 -3.151 -2.080
S 3.227 -1.209 -0.671
H 1.959 -5.772 -0.240
H 3.716 -5.653 -0.356
H 2.719 -5.519 -1.809
H 4.656 -4.211 -2.326
H 5.576 -2.863 -1.653
H 4.487 -2.587 -3.005
C 1.002 -1.905 3.978
Te 0.517 -0.219 2.759
C -1.468 -0.998 2.913
C -1.479 -1.743 4.225
C -2.659 -1.984 4.920
C -2.631 -2.640 6.142
C -1.421 -3.062 6.675
C -0.241 -2.831 5.983
C -0.262 -2.175 4.757
H 1.849 -1.683 4.623
H 1.266 -2.727 3.317
H -1.624 -1.643 2.049
H -2.194 -0.189 2.883
H -3.602 -1.648 4.506
H -3.552 -2.809 6.684
H -1.394 -3.558 7.636
H 0.704 -3.160 6.398
F -1.512 3.885 -2.590
C -2.490 3.411 -1.799
C -2.359 2.156 -1.230
C -3.389 1.746 -0.402
F -3.344 0.565 0.224
C -4.503 2.534 -0.164
F -5.474 2.113 0.647
C -4.603 3.773 -0.768
F -5.670 4.535 -0.550
C -3.587 4.222 -1.593
F -3.678 5.421 -2.167
Ge -0.685 1.162 -1.550
S -0.613 -0.891 -0.839
C -0.370 1.086 -3.487
C -1.324 1.330 -4.459
F -2.564 1.716 -4.130
C -1.062 1.181 -5.810
F -2.001 1.443 -6.720
C 0.184 0.743 -6.216
F 0.447 0.588 -7.509
C 1.152 0.453 -5.272
F 2.345 0.003 -5.661
C 0.857 0.624 -3.935
F 1.811 0.306 -3.052
C 0.579 2.391 -0.677
C 0.342 2.668 0.661
F -0.724 2.115 1.273
C 1.129 3.517 1.413
F 0.867 3.745 2.699
C 2.205 4.140 0.806
F 2.976 4.965 1.502
C 2.462 3.915 -0.534
F 3.481 4.537 -1.121
C 1.650 3.056 -1.254
F 1.933 2.921 -2.553
```

As for the strongest force on any atom: 1.0 eV Å⁻¹. The calculation puts the frontier orbital gap at 6.5 eV. The total energy comes out at -6293.3936 hartree. The molecular weight is 1148.0 g/mol. For the HOMO energy, the calculation gives -7.58 eV.